Entry 1:
Below is a cluster of 5 separate species, C36H46N4O12S in total at a distorted geometry, with properties calculated with ωB97M-V/def2-TZVPD.

E_tot: -2919.052121 Eh
F_max: 5.55 eV/Å
HOMO energy: -9.9 eV
HOMO-LUMO gap: 9.2 eV

```
99
C36H46N4O12S ωB97M-V/def2-TZVPD
C -3.0610 1.1883 -2.6044
O -1.8431 0.6316 -2.1455
C -0.9553 0.2620 -3.1961
C 0.2452 -0.5015 -2.6150
C -0.0741 -1.4417 -1.4313
C 0.4495 -0.9709 -0.0680
C -0.3574 -1.4858 1.1437
C -1.1723 -0.4029 1.8476
C -0.3827 0.3311 2.9287
C -1.2185 1.3321 3.7180
C -1.9426 2.3577 2.8417
C -1.0104 3.1545 1.9057
C -1.4381 2.9953 0.4511
O -0.8102 4.0095 -0.3550
S -0.8679 3.9994 -1.9758
O -2.2479 4.2822 -2.3345
O -0.6268 2.4248 -2.2385
H -2.9115 2.1681 -3.0921
H -3.7062 1.3168 -1.7270
H -3.5547 0.5118 -3.3219
H -1.4829 -0.3322 -3.9628
H -0.6075 1.1864 -3.6944
H 1.0269 0.2237 -2.3327
H 0.6654 -1.0953 -3.4396
H -1.1582 -1.5917 -1.3513
H 0.3595 -2.4276 -1.6656
H 1.4904 -1.3042 0.0531
H 0.4864 0.1325 -0.0661
H 0.3289 -1.9414 1.8773
H -1.0303 -2.2982 0.8281
H -1.5546 0.3101 1.0959
H -2.0545 -0.8609 2.3257
H 0.5176 0.7972 2.4906
H -0.0134 -0.4211 3.6481
H -1.9741 0.7679 4.2919
H -0.5933 1.8436 4.4689
H -2.7038 1.8324 2.2425
H -2.4893 3.0531 3.4958
H 0.0307 2.8138 2.0059
H -1.0114 4.2268 2.1516
H -2.5296 3.0935 0.3502
H -1.1299 2.0092 0.0762
H -1.3708 1.8723 -1.9258
C -2.1619 -7.9700 3.3486
C -3.1441 -7.0994 2.8961
C -2.9550 -5.7285 2.9812
C -1.7716 -5.2625 3.5260
C -0.7717 -6.1099 3.9729
C -0.9796 -7.4772 3.8843
N -1.5652 -3.8034 3.6031
O -2.4400 -3.0853 3.1507
O -0.5165 -3.3964 4.0714
H -2.3124 -9.0393 3.2709
H -4.0618 -7.4859 2.4721
H -3.7030 -5.0296 2.6368
H 0.1461 -5.7041 4.3743
H -0.2075 -8.1578 4.2174
C -0.6168 7.1877 0.9506
C -1.9011 7.6760 0.7417
C -2.4522 8.5890 1.6287
C -1.6922 8.9914 2.7127
C -0.4130 8.5187 2.9462
C 0.1229 7.6051 2.0507
N -2.2696 9.9691 3.6603
O -3.4040 10.3574 3.4492
O -1.5747 10.3279 4.5937
H -0.1961 6.4742 0.2542
H -2.4752 7.3427 -0.1133
H -3.4482 8.9846 1.4922
H 0.1390 8.8619 3.8091
H 1.1206 7.2186 2.2141
C 5.2258 1.5713 -5.3448
C 5.0882 0.1950 -5.2111
C 3.8511 -0.4035 -5.3971
C 2.7746 0.4048 -5.7173
C 2.8830 1.7771 -5.8557
C 4.1270 2.3595 -5.6642
N 1.4520 -0.2231 -5.9136
O 1.3657 -1.4262 -5.7427
O 0.5192 0.5021 -6.2079
H 6.1946 2.0321 -5.1997
H 5.9457 -0.4165 -4.9621
H 3.7136 -1.4705 -5.2982
H 2.0112 2.3653 -6.1029
H 4.2358 3.4315 -5.7648
C 4.3366 -4.9262 -0.9116
C 3.0742 -4.3468 -0.9186
C 2.0054 -4.9880 -0.3079
C 2.2388 -6.2110 0.2938
C 3.4855 -6.8125 0.3122
C 4.5420 -6.1554 -0.2983
N 1.1141 -6.9194 0.9385
O 0.0108 -6.4058 0.9139
O 1.3579 -7.9934 1.4628
H 5.1652 -4.4171 -1.3875
H 2.9181 -3.3923 -1.4016
H 1.0125 -4.5601 -0.3007
H 3.6144 -7.7711 0.7929
H 5.5254 -6.6070 -0.2962
```

Mulliken population analysis, charges in e, atoms 1 to 8:
1 C -0.939
2 O -0.219
3 C -0.875
4 C -0.670
5 C -0.548
6 C -0.436
7 C -1.263
8 C 0.033

Entry 2:
Below is a cluster of 2 separate species, C2H6N2OS in total at a distorted geometry, with properties calculated with ωB97M-V/def2-TZVPD.

E_tot: -662.679462 Eh
F_max: 5.54 eV/Å
HOMO energy: -7.8 eV
relative energy (zero: lowest compared OMol25 entry of this formula, charge and spin): 229.5 kJ/mol
HOMO-LUMO gap: 8.4 eV

```
12
C2H6N2OS ωB97M-V/def2-TZVPD
C -0.0582 0.3888 -1.9817
C 1.0355 -0.8565 -0.7490
N -1.1620 0.8955 -1.3875
N 0.0642 -0.2471 1.6770
O 0.4113 0.6103 -3.0413
S 0.0657 -1.5349 0.5353
H 1.8254 -0.1049 -0.4703
H 1.5154 -1.5700 -1.3020
H -1.6326 0.6002 -0.4794
H -1.7100 1.5665 -1.9146
H -0.9268 -0.1859 1.9721
H 0.8070 -0.4444 2.3353
```

natural (NBO) population analysis, charges in e, atoms 1 to 8:
1 C 0.730
2 C -0.690
3 N -0.865
4 N -0.992
5 O -0.588
6 S 0.367
7 H 0.235
8 H 0.215

Entry 3:
Below is a structure of composition C55H51BF2IN5O4S2Ti at a distorted geometry, with properties calculated with ωB97M-V/def2-TZVPD.

E_tot: -4869.364863 Eh
F_max: 1.29 eV/Å
HOMO energy (spin up / spin down): -7.6 / -9.4 eV
spin multiplicity: 2
relative energy (zero: lowest compared OMol25 entry of this formula, charge and spin): 414.7 kJ/mol
charge: +1
HOMO-LUMO gap (spin up / spin down): 5.2 / 7.0 eV

```
122
C55H51BF2IN5O4S2Ti ωB97M-V/def2-TZVPD
Ti -0.8895 -0.4356 1.6213
C -2.4036 -4.2166 -0.3424
C -3.0655 -2.8995 -0.6173
N -3.8789 -2.8289 -1.6765
C -4.4309 -1.6341 -1.9325
C -4.2743 -0.4961 -1.1703
C -4.9384 0.7758 -1.6147
O -5.8871 1.2980 -0.6846
C -3.4771 -0.5687 0.0064
C -3.3831 0.5269 0.9034
N -2.7437 0.4607 2.1125
C -3.0670 1.3668 3.1131
C -3.9846 2.4186 2.9686
C -4.2465 3.2846 4.0186
C -3.6288 3.1288 5.2499
C -2.7442 2.0734 5.4322
C -2.4820 1.2198 4.3772
I -1.2236 -0.4017 4.6448
C -2.8247 -1.8053 0.1964
O -1.8656 -1.8990 1.1785
H -2.6336 -4.9007 -1.1583
H -1.3221 -4.1126 -0.2446
H -2.7658 -4.6543 0.5907
H -5.0547 -1.5808 -2.8206
H -4.2044 1.5754 -1.7465
H -5.4085 0.6032 -2.5883
H -6.5893 0.6470 -0.5808
H -3.9597 1.4021 0.6456
H -4.5087 2.5534 2.0343
H -4.9571 4.0873 3.8690
H -3.8408 3.8060 6.0655
H -2.2691 1.9146 6.3907
C -3.2890 -0.7398 -6.2778
C -2.4167 -0.7636 -5.0556
C -2.0903 -1.9539 -4.4282
C -1.2858 -1.9649 -3.2935
C -0.8069 -0.7641 -2.8018
C -1.1209 0.4524 -3.4155
C -1.9249 0.4411 -4.5306
S 0.1851 -0.8272 -1.3683
O -0.5056 0.0964 -0.3357
C 1.7102 -0.0391 -1.8591
C 2.5807 -1.0015 -2.4399
C 3.8495 -0.6592 -2.7752
C 4.3331 0.6473 -2.5073
C 5.6744 1.0016 -2.7977
C 6.1383 2.2529 -2.5231
C 5.2761 3.2122 -1.9447
C 3.9781 2.9009 -1.6639
C 3.4674 1.6028 -1.9376
C 2.1061 1.2536 -1.6331
C 1.2183 2.3808 -1.1899
C 0.7465 3.2913 -2.1935
C 1.0450 3.1224 -3.5739
C 0.5682 3.9974 -4.5045
C -0.2310 5.0960 -4.1113
C -0.5315 5.2835 -2.7958
C -0.0526 4.3887 -1.8056
C -0.3709 4.5837 -0.4341
C 0.0964 3.7323 0.5136
C 0.9056 2.6429 0.1109
S 1.3975 1.4695 1.3384
O 0.0573 1.2737 2.1042
C 2.4041 2.3825 2.4530
C 3.7544 2.5084 2.1503
C 4.5618 3.2166 3.0197
C 4.0461 3.7749 4.1910
C 4.9449 4.5320 5.1281
C 2.6950 3.6064 4.4734
C 1.8587 2.9108 3.6110
H -3.6961 -1.7251 -6.4969
H -2.7242 -0.4065 -7.1499
H -4.1202 -0.0463 -6.1453
H -2.4904 -2.8878 -4.8002
H -1.0606 -2.8953 -2.7888
H -0.7665 1.3857 -3.0038
H -2.1893 1.3772 -5.0084
H 2.2217 -2.0084 -2.6173
H 4.5122 -1.3841 -3.2304
H 6.3249 0.2573 -3.2396
H 7.1633 2.5159 -2.7457
H 5.6485 4.2040 -1.7254
H 3.3312 3.6481 -1.2244
H 1.6506 2.2836 -3.8909
H 0.8009 3.8514 -5.5509
H -0.5993 5.7870 -4.8574
H -1.1441 6.1205 -2.4854
H -0.9981 5.4213 -0.1559
H -0.1617 3.8551 1.5567
H 4.1710 2.0654 1.2530
H 5.6158 3.3274 2.7963
H 5.7950 3.9210 5.4330
H 4.4119 4.8432 6.0243
H 5.3429 5.4261 4.6458
H 2.2877 4.0217 5.3866
H 0.8128 2.7618 3.8430
C 1.1743 -6.3867 -0.4706
C 1.9000 -5.0728 -0.6427
N 1.3057 -4.0802 0.2384
C 0.7935 -4.3468 1.4621
N 0.4558 -3.3494 2.2771
C -0.3498 -3.6228 3.4816
C -0.9543 -5.0047 3.4974
C 0.1136 -5.9962 3.1181
N 0.5961 -5.6468 1.7891
C 1.1756 -6.7317 1.0006
H 1.6722 -7.1758 -1.0336
H 0.1483 -6.3008 -0.8337
H 1.8023 -4.7046 -1.6647
H 2.9676 -5.1967 -0.4320
H 1.5764 -3.1178 0.1233
H -1.1514 -2.8887 3.4941
H 0.2816 -3.4609 4.3588
H -1.7709 -5.0645 2.7744
H -1.3626 -5.2239 4.4832
H -0.2721 -7.0138 3.0687
H 0.9376 -5.9833 3.8410
H 0.5798 -7.6219 1.1991
H 2.1972 -6.9399 1.3406
F 1.5082 -1.4486 3.3375
B 0.8222 -1.8090 2.1726
F 1.6931 -1.5821 1.0595
```

Mulliken population analysis, charges in e, atoms 1 to 8:
1 Ti -0.312
2 C -0.624
3 C 0.065
4 N -0.592
5 C -0.788
6 C 0.695
7 C -1.183
8 O -0.527

Entry 4:
Below is the molecule H4N2O2S at a distorted geometry, with properties calculated with ωB97M-V/def2-TZVPD.

E_tot: -660.537710 Eh
F_max: 4.32 eV/Å
SMILES: NS(N)(=O)=O
HOMO energy: -10.7 eV
relative energy (zero: lowest compared OMol25 entry of this formula, charge and spin): 96.4 kJ/mol
HOMO-LUMO gap: 11.1 eV

```
9
H4N2O2S ωB97M-V/def2-TZVPD
N -0.7830 -1.0892 -0.2827
S 0.6882 -0.0645 -0.1167
N 0.0769 1.4084 0.3119
O 1.4734 -0.5995 0.9777
O 1.3229 0.1076 -1.3644
H -1.0428 -1.0310 0.6821
H -0.8131 -2.0227 -0.6456
H -0.8194 1.1960 0.7770
H -0.1031 2.0949 -0.3392
```

natural (NBO) population analysis, charges in e, atoms 1 to 8:
1 N -1.058
2 S 2.371
3 N -1.039
4 O -0.909
5 O -0.932
6 H 0.362
7 H 0.413
8 H 0.384

Q: The highest F_max belongs to which entry?
A: C36H46N4O12S

Q: Number 4 is which compound?
A: H4N2O2S

Q: Which of these has the lowest F_max?
A: C55H51BF2IN5O4S2Ti